122
Properties=species:S:1:pos:R:3:lowdin_charge:R:1 method="wB97M-V/def2-TZVPD" energy_ev=-89874.8722 total_charge=+1 homo_ev=-9.87 gap_ev=7.1 lumo_ha=-0.1031 fmax_ev_per_a=3.13
O -3.38 -1.75 -2.19 0.131
C -2.75 -1.19 -1.31 -0.318
C -1.24 -0.88 -1.43 -0.101
C -0.33 -2.04 -0.94 -0.294
C -0.92 -2.71 0.30 -0.098
C -0.61 -1.63 1.39 -0.084
C 0.83 -1.16 0.91 -0.127
N 1.07 -1.65 -0.47 -0.309
C 1.95 -2.85 -0.66 -0.168
C 3.21 -2.84 0.22 -0.195
C 4.30 -3.83 -0.24 -0.172
C 5.02 -4.38 1.02 -0.193
C 5.76 -3.28 1.82 -0.195
C 4.93 -2.63 2.96 -0.234
C 5.77 -2.02 4.09 -0.195
C 4.85 -1.12 4.96 -0.205
C 5.55 0.10 5.58 -0.201
C 6.22 1.04 4.57 -0.218
C 5.23 2.02 3.90 -0.180
C 6.03 2.86 2.87 -0.140
N 5.52 4.21 2.68 -0.132
C 4.30 4.76 2.96 -0.103
C 4.39 6.05 2.52 -0.119
C 5.67 6.31 1.98 -0.084
C 6.35 5.12 2.12 -0.124
P 1.62 -0.48 -1.81 0.725
O 3.24 -0.56 -1.89 -0.305
Cl 1.28 1.45 -1.18 0.364
C -3.46 -0.70 -0.06 -0.190
C -3.55 0.65 0.19 -0.048
C -4.17 1.12 1.31 -0.070
C -4.75 0.25 2.20 -0.063
C -4.68 -1.10 1.96 -0.064
C -4.03 -1.56 0.85 -0.049
H -1.07 -0.62 -2.48 0.115
H -1.07 -0.02 -0.77 0.081
H -0.25 -2.67 -1.83 0.161
H -1.91 -3.14 0.22 0.117
H -0.32 -3.56 0.66 0.119
H -1.34 -0.84 1.57 0.108
H -0.40 -2.22 2.28 0.115
H 0.81 -0.08 1.07 0.098
H 1.49 -1.51 1.71 0.121
H 2.27 -2.93 -1.71 0.123
H 1.42 -3.78 -0.46 0.138
H 2.90 -3.15 1.23 0.102
H 3.60 -1.82 0.33 0.098
H 5.06 -3.25 -0.77 0.116
H 3.93 -4.63 -0.89 0.118
H 5.76 -5.14 0.74 0.112
H 4.26 -4.80 1.69 0.109
H 6.61 -3.77 2.30 0.113
H 6.19 -2.49 1.19 0.118
H 4.16 -3.29 3.36 0.118
H 4.37 -1.79 2.51 0.083
H 6.66 -1.50 3.74 0.101
H 6.11 -2.83 4.74 0.118
H 3.98 -0.81 4.36 0.092
H 4.47 -1.74 5.78 0.111
H 6.31 -0.22 6.31 0.115
H 4.80 0.68 6.13 0.112
H 6.79 0.52 3.79 0.100
H 6.94 1.67 5.10 0.118
H 4.68 2.62 4.62 0.110
H 4.55 1.39 3.31 0.102
H 7.09 2.86 3.14 0.120
H 5.96 2.34 1.91 0.122
H 3.50 4.22 3.42 0.108
H 3.58 6.77 2.57 0.093
H 6.02 7.23 1.56 0.094
H 7.37 4.96 1.82 0.120
H 3.62 -0.23 -1.06 0.073
H -3.13 1.40 -0.49 0.129
H -4.23 2.18 1.52 0.117
H -5.27 0.63 3.08 0.117
H -5.15 -1.80 2.64 0.116
H -3.98 -2.64 0.68 0.123
C -6.49 -1.16 -3.42 -0.057
C -5.84 0.20 -3.27 -0.211
O -5.91 0.96 -4.48 0.044
C -7.11 1.48 -4.74 -0.610
O -8.09 1.37 -4.05 0.115
O -7.05 2.13 -5.91 0.011
C -8.31 2.65 -6.36 -0.035
H -6.05 -1.69 -4.27 0.086
H -6.36 -1.75 -2.52 0.078
H -7.56 -1.07 -3.62 0.070
H -4.79 0.08 -3.04 0.095
H -6.29 0.76 -2.44 0.123
H -8.76 3.28 -5.60 0.096
H -8.98 1.83 -6.62 0.100
H -8.10 3.24 -7.24 0.094
C -10.31 -3.48 2.87 -0.063
C -8.93 -2.91 2.65 -0.221
O -8.71 -2.54 1.28 0.027
C -9.31 -1.41 0.89 -0.614
O -9.98 -0.69 1.58 0.126
O -9.04 -1.22 -0.40 0.000
C -9.70 -0.09 -0.98 -0.025
H -10.49 -4.31 2.19 0.084
H -10.42 -3.83 3.89 0.082
H -11.08 -2.74 2.67 0.076
H -8.18 -3.66 2.88 0.118
H -8.74 -2.05 3.31 0.121
H -9.49 0.81 -0.42 0.099
H -10.77 -0.27 -1.04 0.102
H -9.31 0.02 -1.99 0.076
C 3.74 1.26 -4.47 -0.063
C 4.81 1.92 -3.62 -0.223
O 5.75 2.63 -4.42 0.042
C 5.32 3.80 -4.91 -0.608
O 4.23 4.28 -4.72 0.125
O 6.29 4.32 -5.65 0.013
C 5.93 5.54 -6.31 -0.031
H 4.19 0.62 -5.22 0.092
H 3.08 0.66 -3.84 0.014
H 3.13 2.00 -4.99 0.082
H 5.38 1.16 -3.09 0.117
H 4.37 2.58 -2.87 0.122
H 5.56 6.28 -5.61 0.097
H 5.19 5.34 -7.08 0.100
H 6.83 5.92 -6.78 0.096